## 1
DFT (ωB97M-V with the def2-TZVPD basis set) results for 9 unconnected molecules or ions with the total composition C27H54O27.

## Properties
HOMO = -10.63 eV
Frontier orbital gap = 11.139 eV
Structure (SMILES) = COC(=O)OC.COC(=O)OC.COC(=O)OC.COC(=O)OC.COC(=O)OC.COC(=O)OC.COC(=O)OC.COC(=O)OC.COC(=O)OC

ORCA input file:
```
! wB97M-V def2-TZVPD RIJCOSX def2/J DEFGRID3
* xyz 0 1
C -0.2768 -6.8305 -0.4386
O 0.9745 -6.1790 -0.8656
C 0.8064 -4.9096 -1.2753
O -0.1635 -4.2425 -1.2354
O 2.0137 -4.5886 -1.7181
C 2.0835 -3.4496 -2.6235
H -0.2886 -7.8597 -0.8518
H -1.1493 -6.2461 -0.7257
H -0.2361 -7.0282 0.6057
H 1.8835 -2.4763 -2.1102
H 1.3683 -3.7307 -3.4192
H 3.1116 -3.5071 -3.0715
C -3.7982 -0.7287 -3.9759
O -3.7668 -2.1143 -3.9031
C -3.2412 -2.7958 -4.9638
O -2.7510 -2.2729 -5.9248
O -3.1886 -4.0948 -4.6819
C -3.8424 -4.5597 -3.4285
H -2.8676 -0.2401 -3.5232
H -4.6725 -0.3500 -3.4020
H -3.9456 -0.3908 -5.0129
H -3.2184 -4.2330 -2.5563
H -3.7927 -5.6798 -3.4563
H -4.8190 -4.1391 -3.2962
C -0.3710 7.9331 3.8733
O -1.2656 7.6786 2.7663
C -0.7341 7.1757 1.6286
O 0.4556 6.9249 1.4248
O -1.6926 7.2184 0.7144
C -1.2879 6.8790 -0.5766
H -0.9125 8.5211 4.5994
H 0.5552 8.4695 3.6347
H -0.0611 6.9707 4.3642
H -1.0202 5.8335 -0.6113
H -0.3782 7.4452 -0.8682
H -2.1444 7.1756 -1.2432
C 3.6300 0.6765 4.4630
O 4.3322 -0.5606 4.7346
C 3.9476 -1.1110 5.8714
O 3.2962 -0.5526 6.7254
O 4.4884 -2.2682 5.9502
C 4.0521 -3.0039 7.1039
H 3.8956 0.9916 3.4686
H 3.9829 1.5211 5.0563
H 2.5933 0.5760 4.6262
H 4.4765 -2.6724 8.0170
H 4.5285 -3.9790 7.0279
H 2.9922 -3.0814 7.3247
C 3.6042 1.5099 -4.9807
O 2.3033 1.0391 -4.7853
C 1.8766 -0.0826 -5.3378
O 2.4282 -0.8956 -6.0484
O 0.6438 -0.2522 -4.9152
C -0.0883 -1.3883 -5.4150
H 4.2355 0.6745 -5.3371
H 3.7810 1.7517 -3.9172
H 3.5900 2.4000 -5.6725
H -0.6497 -1.7857 -4.5635
H 0.6480 -2.1553 -5.7113
H -0.6693 -1.1386 -6.2813
C -4.4759 4.5729 -0.7042
O -4.3267 3.5799 -1.6656
C -3.3543 3.6889 -2.5340
O -2.5841 4.6706 -2.5789
O -3.2764 2.5992 -3.2519
C -2.3252 2.5759 -4.3676
H -4.9378 4.1554 0.2205
H -5.1375 5.3902 -1.0592
H -3.5176 5.0535 -0.4653
H -1.2980 2.6407 -3.9665
H -2.5111 3.3740 -5.0727
H -2.6162 1.6022 -4.8047
C 0.4812 -1.5320 6.0177
O 1.2626 -2.2976 5.1397
C 0.6327 -2.7412 4.0265
O -0.5300 -2.7978 3.9122
O 1.5925 -3.1334 3.2199
C 1.1468 -3.8746 2.0581
H -0.4661 -1.1881 5.5396
H 1.1358 -0.7378 6.4468
H 0.1400 -2.1729 6.8825
H 1.9811 -4.5456 1.8399
H 1.0872 -3.1473 1.2146
H 0.1236 -4.2500 2.2290
C 2.7956 -1.0670 1.5794
O 2.5248 0.0730 0.6388
C 1.4987 -0.2116 -0.2008
O 0.9911 -1.2364 -0.4022
O 1.2344 0.9233 -0.8016
C -0.0010 0.9751 -1.4567
H 1.8725 -1.1844 2.1555
H 3.5308 -0.6827 2.1984
H 3.0436 -1.9661 0.9887
H -0.7710 0.6379 -0.8478
H -0.0529 0.4221 -2.3792
H -0.1688 2.0351 -1.5442
C 0.2754 2.6778 2.1073
O -0.7793 1.9219 1.5585
C -0.7809 0.6434 1.8208
O -0.0083 0.0728 2.4873
O -1.7655 0.1438 1.0999
C -2.0645 -1.2369 1.2350
H 0.0605 2.7713 3.1514
H 0.1791 3.6549 1.6329
H 1.2680 2.2420 1.8207
H -1.3339 -1.8851 0.6840
H -3.0244 -1.4572 0.6837
H -2.0359 -1.5438 2.2573
*
```

Löwdin population analysis, charges in e, atoms 1 to 8: -0.01, 0.00, -0.67, 0.14, -0.02, 0.00, 0.10, 0.08

## 2
DFT (ωB97M-V with the def2-TZVPD basis set) results for 9 unconnected molecules or ions with the total composition C27H54O27.

## Properties
HOMO = -10.55 eV
Frontier orbital gap = 10.970 eV
Structure (SMILES) = COC(=O)OC.COC(=O)OC.COC(=O)OC.COC(=O)OC.COC(=O)OC.COC(=O)OC.COC(=O)OC.COC(=O)OC.COC(=O)OC

ORCA input file:
```
! wB97M-V def2-TZVPD RIJCOSX def2/J DEFGRID3
* xyz 0 1
C -1.4819 1.4173 1.2685
O -0.4582 0.9307 2.1311
C 0.6958 0.6264 1.5481
O 0.9852 0.9124 0.4073
O 1.4632 0.0052 2.4193
C 2.6600 -0.6349 2.0218
H -2.3649 1.4379 1.9061
H -1.7423 0.6992 0.4905
H -1.3094 2.3781 0.7923
H 3.4900 0.0399 2.2631
H 2.7662 -0.6428 0.9329
H 2.7585 -1.6009 2.5005
C 3.2965 6.5770 -3.4267
O 2.7163 6.3357 -2.1703
C 2.8302 5.1016 -1.7161
O 3.3388 4.1416 -2.2238
O 2.3599 5.0742 -0.4733
C 2.2822 3.8332 0.2141
H 3.1294 7.6163 -3.7069
H 2.9223 5.9725 -4.2556
H 4.3811 6.4394 -3.4332
H 3.2814 3.4621 0.4413
H 1.7137 3.1893 -0.4541
H 1.7484 3.9471 1.1546
C -2.6887 -1.4141 3.4581
O -2.8203 -2.6728 4.0982
C -3.6772 -2.8288 5.0670
O -4.5527 -2.0732 5.4262
O -3.5045 -4.0458 5.6061
C -4.3753 -4.4513 6.6386
H -1.9530 -0.7808 3.9462
H -3.6390 -0.8890 3.6127
H -2.5665 -1.4639 2.3829
H -4.2355 -3.8346 7.5350
H -4.0036 -5.4335 6.9210
H -5.4453 -4.3929 6.4494
C -1.3131 1.4100 -2.6309
O -2.6684 1.1272 -3.0132
C -3.5033 2.1338 -3.1257
O -3.2695 3.2647 -2.7890
O -4.7003 1.6276 -3.4359
C -5.8413 2.4470 -3.4541
H -1.0200 1.0321 -1.6553
H -1.1433 2.4666 -2.8302
H -0.7072 0.8654 -3.3567
H -6.6506 1.8600 -3.0178
H -6.1831 2.7638 -4.4392
H -5.7200 3.3260 -2.8186
C 4.6022 -2.7166 0.0632
O 3.4284 -3.2913 -0.4830
C 3.1967 -4.5399 -0.1148
O 3.8312 -5.2346 0.6247
O 2.0832 -4.9387 -0.7220
C 1.6763 -6.2665 -0.4889
H 5.4784 -3.1832 -0.3885
H 4.7116 -2.8916 1.1380
H 4.6156 -1.6343 -0.0276
H 1.6679 -6.5050 0.5734
H 2.3077 -6.9814 -1.0184
H 0.6740 -6.4464 -0.8733
C 2.8673 0.2918 -2.0699
O 2.7172 1.0698 -3.2326
C 1.9181 0.6736 -4.2137
O 1.2466 -0.3202 -4.2287
O 1.9166 1.6745 -5.0988
C 1.1095 1.4719 -6.2476
H 3.3651 -0.6681 -2.2130
H 1.8743 0.2636 -1.6105
H 3.4737 0.8282 -1.3379
H 0.8878 2.4680 -6.6280
H 0.1626 0.9804 -6.0242
H 1.6228 0.9043 -7.0244
C 0.0267 5.4378 -4.9284
O -0.0662 4.7929 -3.6695
C -0.6261 5.5135 -2.6957
O -1.1677 6.5716 -2.7820
O -0.5414 4.7597 -1.5971
C -1.5402 5.1794 -0.6366
H 0.1785 6.5120 -4.8544
H -0.9034 5.2119 -5.4602
H 0.7889 5.0270 -5.5907
H -1.2531 6.1328 -0.1862
H -1.4045 4.5890 0.2708
H -2.5370 5.1573 -1.0549
C -1.7084 -4.8935 0.9206
O -1.8630 -3.4994 1.0653
C -1.4522 -2.6639 0.1067
O -1.9401 -1.5873 -0.0759
O -0.4955 -3.2109 -0.6615
C 0.1182 -2.3325 -1.6050
H -2.5368 -5.3645 0.3871
H -1.4505 -5.3180 1.8863
H -0.8957 -5.2661 0.2828
H 0.5208 -1.5022 -1.0175
H -0.5524 -1.9499 -2.3728
H 0.9585 -2.8216 -2.0897
C 0.6733 -0.7126 5.4471
O 0.1088 -1.9029 4.9011
C 0.3485 -3.0873 5.4721
O 0.9382 -3.2696 6.4960
O -0.2107 -4.0015 4.6928
C -0.1701 -5.3212 5.1838
H 0.4051 -0.5527 6.4911
H 0.3607 0.0651 4.7602
H 1.7572 -0.8570 5.4106
H -0.8984 -5.4676 5.9839
H 0.7997 -5.6564 5.5479
H -0.4855 -6.0219 4.4124
*
```

Löwdin population analysis, charges in e, atoms 1 to 8: -0.03, 0.01, -0.59, 0.10, 0.01, -0.02, 0.10, 0.07

Which of them is least stable? Easy: 1.

## 1
DFT (ωB97M-V with the def2-TZVPD basis set) results for a molecular structure, C3H11NS.

## Properties
HOMO = -9.24 eV
Frontier orbital gap = 9.224 eV

ORCA input file:
```
! wB97M-V def2-TZVPD RIJCOSX def2/J DEFGRID3
* xyz 0 1
S -0.8333 -1.8328 2.0047
H -0.0245 -1.0876 2.7914
C 0.8098 0.3912 0.0612
C -0.4108 0.3089 -0.8553
C -0.5394 -0.9922 -1.6259
N 0.7266 1.5979 0.8647
H 0.8221 -0.4397 0.7734
H 1.7118 0.3134 -0.5706
H -0.4365 1.1882 -1.5165
H -1.2845 0.4230 -0.1996
H 0.3310 -1.2412 -2.2389
H -0.6624 -1.7611 -0.8601
H -1.4624 -1.0176 -2.2075
H 0.6283 2.4223 0.2855
H -0.8804 -0.0246 1.8000
H 1.5045 1.7519 1.4937
*
```

Löwdin population analysis, charges in e, atoms 1 to 8: 0.38, -0.27, -0.38, -0.31, -0.12, -0.02, 0.01, 0.11

## 2
DFT (ωB97M-V with the def2-TZVPD basis set) results for 2 unconnected molecules or ions with the total composition C3H11NS.

## Properties
HOMO = -8.71 eV
Frontier orbital gap = 9.727 eV
Structure (SMILES) = CNC.CS

ORCA input file:
```
! wB97M-V def2-TZVPD RIJCOSX def2/J DEFGRID3
* xyz 0 1
C 1.0618 -2.1098 -0.1861
N 0.8155 -1.2324 0.9745
C 1.7190 -1.4663 2.1004
H 0.1322 -2.5468 -0.5528
H 1.6743 -2.9583 0.1506
H 1.4750 -1.5636 -1.0351
H -0.1155 -1.4291 1.3185
H 1.8935 -0.5390 2.6441
H 1.4684 -2.2737 2.7933
H 2.7207 -1.7330 1.7397
C -1.0731 2.7427 -1.4224
S -1.3759 1.0472 -0.7438
H -0.2030 3.1575 -0.9154
H -2.0190 3.2743 -1.2506
H -0.9874 2.6653 -2.5076
H -0.2481 0.6084 -0.1687
*
```

Löwdin population analysis, charges in e, atoms 1 to 8: -0.14, -0.20, -0.15, 0.07, 0.07, 0.07, 0.09, 0.07

Which of them is least stable? Easy: 1.